Entry 1:
C4H7NO in the gas phase. Source: OMol25; level of theory: wB97M-V/def2-TZVPD.

```
13
Properties=species:S:1:pos:R:3:forces:R:3
O -1.130 -1.745 -1.757 0.5253 0.5296 0.1677
C -0.346 -0.993 -1.295 -0.1674 -0.3684 -0.4408
C 0.774 -0.289 -1.116 -0.0300 -0.1898 -0.0414
C 1.076 0.456 0.159 0.0108 0.0395 0.0644
C -0.113 0.261 1.116 0.0740 -0.0151 0.0818
N -1.281 0.095 0.267 -0.2284 0.1431 0.0798
H 1.489 -0.341 -1.929 0.0351 -0.1205 0.1376
H -1.458 0.917 -0.299 -0.1820 -0.0321 0.2002
H 1.991 0.066 0.623 -0.1476 0.1139 -0.0266
H 1.255 1.528 -0.011 -0.0882 -0.1629 -0.0873
H 0.014 -0.661 1.694 -0.0342 0.1229 -0.1086
H -0.208 1.095 1.825 0.1118 -0.1086 -0.1125
H -2.130 -0.231 0.710 0.1207 0.0483 0.0858
```
Forces are in eV/Å.

Results
HOMO-LUMO gap	8.86	eV
LUMO energy	0.03170	hartree
total charge	0
electronic energy	-7797.82407	eV
HOMO	-0.29382	Eh
energy relative to the best compared isomer or geometry (same formula, charge and spin)	175.6	kJ/mol
maximum force	0.765	eV/Å

Entry 2:
C4H7NO in the gas phase. Source: OMol25; level of theory: wB97M-V/def2-TZVPD.

```
13
Properties=species:S:1:pos:R:3:forces:R:3
C 1.506 -0.681 1.304 0.1408 -0.0503 0.1585
N 0.238 -0.854 0.891 -0.0388 -0.0899 0.0754
C 0.376 -0.661 -0.454 -0.0200 0.0895 -0.1893
C -0.374 0.398 -1.145 -0.0440 -0.2495 -0.1545
C -1.512 1.087 -0.519 -0.3182 -0.0878 0.0424
O -0.264 1.740 -0.626 0.1243 0.1426 0.0239
H 1.982 0.270 1.102 -0.0814 -0.1936 -0.0281
H 2.007 -1.420 1.930 -0.0756 0.1066 -0.0346
H -0.550 -1.241 1.401 0.1425 0.1251 -0.0837
H 1.064 -1.300 -0.994 -0.0551 0.1713 0.0861
H -0.344 0.357 -2.235 -0.0130 0.0286 0.1869
H -2.311 1.477 -1.151 0.1398 -0.0429 0.0814
H -1.819 0.826 0.496 0.0987 0.0503 -0.1645
```
Forces are in eV/Å.

Results
HOMO-LUMO gap (spin up / spin down)	8.16 / 8.16	eV
LUMO energy (spin up / spin down)	0.02032 / 0.02034	hartree
total charge	0
electronic energy	-7794.49718	eV
HOMO (spin up / spin down)	-0.27969 / -0.27970	Eh
energy relative to the best compared isomer or geometry (same formula, charge and spin)	496.6	kJ/mol
maximum force	0.333	eV/Å

no.,molecular weight (g mol⁻¹)
1,85.11
2,85.11